(1)
Molecular formula: C33H22BN3O8
Method: DFT, wB97M-V/def2-TZVPD

Geometry (Å):
C: 5.645 -1.994 0.623
O: 4.750 -2.258 1.765
B: 3.523 -1.414 1.693
O: 3.443 -0.042 2.300
C: 2.190 -2.077 0.942
C: 2.358 -3.735 1.084
N: 2.422 -4.992 1.474
C: 0.780 -1.662 1.740
C: 0.095 -0.367 0.995
N: -0.763 0.532 0.560
O: 2.102 -1.750 -0.496
N: 2.903 -0.720 -0.826
O: 2.330 0.104 -1.526
H: 5.565 -2.879 -0.172
H: 5.401 -0.960 0.091
H: 6.792 -1.983 0.949
H: 4.418 0.230 2.398
H: 0.091 -2.631 1.635
H: 0.969 -1.526 2.889
C: 1.362 -1.890 -10.154
C: 2.333 -2.413 -9.301
C: 2.179 -2.307 -7.918
C: 1.054 -1.665 -7.386
C: 0.095 -1.120 -8.238
C: 0.243 -1.243 -9.626
C: -1.070 -0.398 -7.689
O: -1.915 0.078 -8.437
C: -1.197 -0.249 -6.225
C: -2.266 0.484 -5.693
C: -2.401 0.619 -4.309
C: -1.478 0.016 -3.456
C: -0.409 -0.710 -3.984
C: -0.263 -0.834 -5.372
C: 0.890 -1.573 -5.921
O: 1.705 -2.100 -5.172
H: 1.477 -1.981 -11.232
H: 3.211 -2.906 -9.713
H: 2.939 -2.722 -7.258
H: -0.508 -0.833 -10.298
H: -2.993 0.955 -6.352
H: -3.229 1.192 -3.898
H: -1.587 0.114 -2.378
H: 0.311 -1.174 -3.311
C: -4.278 1.639 9.153
C: -5.272 2.015 8.250
C: -4.941 2.295 6.923
C: -3.608 2.210 6.501
C: -2.611 1.858 7.409
C: -2.949 1.560 8.736
C: -1.197 1.813 6.987
O: -0.321 1.501 7.784
C: -0.852 2.159 5.594
C: 0.491 2.177 5.195
C: 0.824 2.490 3.875
C: -0.179 2.776 2.951
C: -1.518 2.764 3.346
C: -1.854 2.465 4.673
C: -3.269 2.490 5.091
O: -4.152 2.746 4.280
H: -4.538 1.413 10.185
H: -6.307 2.089 8.578
H: -5.722 2.583 6.222
H: -2.177 1.272 9.448
H: 1.281 1.952 5.910
H: 1.868 2.509 3.569
H: 0.080 3.013 1.921
H: -2.296 2.993 2.620

Values from the calculation:
Net charge: 0
E_HOMO in Eh: -0.3548
SMILES: COB(O)[C@@](C#N)(CC#N)ON=O.O=C1c2ccccc2C(=O)c2ccccc21.O=C1c2ccccc2C(=O)c2ccccc21
E_tot in eV: -56098.1640
Relative energy (zero: lowest compared OMol25 entry of this formula, charge and spin) in kcal/mol: 120.6

=====

(2)
Molecular formula: C33H22BiBrF4NP
Method: DFT, wB97M-V/def2-TZVPD

Geometry (Å):
Bi: 0.232 -1.115 0.956
F: -0.537 6.049 4.117
C: -0.354 4.754 3.949
C: -1.026 3.841 4.750
F: -1.849 4.260 5.694
C: -0.815 2.477 4.559
F: -1.447 1.642 5.383
C: 0.038 1.999 3.569
P: 0.205 0.231 3.302
C: -1.349 -0.591 3.671
C: -2.565 -0.006 3.306
C: -3.742 -0.696 3.515
C: -3.713 -1.975 4.062
C: -2.508 -2.567 4.403
C: -1.318 -1.877 4.212
C: 1.510 -0.382 4.370
C: 2.364 -1.408 3.969
C: 3.326 -1.896 4.839
C: 3.440 -1.357 6.112
C: 2.598 -0.331 6.515
C: 1.636 0.160 5.650
C: 0.749 2.936 2.813
Br: 2.125 2.412 1.644
C: 0.551 4.292 2.988
F: 1.224 5.184 2.278
H: -2.594 0.984 2.866
H: -4.684 -0.241 3.255
H: -4.638 -2.506 4.229
H: -2.490 -3.555 4.836
H: -0.383 -2.328 4.512
H: 2.291 -1.855 2.985
H: 3.983 -2.693 4.523
H: 4.189 -1.736 6.791
H: 2.689 0.089 7.505
H: 0.988 0.961 5.980
C: 3.401 1.073 -2.268
C: 3.841 0.616 -1.032
C: 2.919 0.087 -0.155
N: 1.615 0.012 -0.467
C: 1.185 0.445 -1.659
C: 2.054 0.984 -2.587
H: 4.104 1.491 -2.976
H: 4.882 0.664 -0.750
H: 3.212 -0.279 0.819
H: 0.123 0.360 -1.853
H: 1.674 1.324 -3.539
C: -2.992 3.519 -0.644
C: -1.644 3.303 -0.284
C: -1.203 2.046 0.019
C: -2.083 0.944 -0.025
C: -1.691 -0.383 0.286
C: -2.577 -1.431 0.245
C: -3.927 -1.205 -0.107
C: -4.335 0.060 -0.409
C: -3.437 1.159 -0.375
C: -3.866 2.470 -0.685
H: -3.329 4.515 -0.886
H: -0.961 4.139 -0.252
H: -0.165 1.892 0.304
H: -2.276 -2.446 0.481
H: -4.618 -2.032 -0.144
H: -5.363 0.246 -0.685
H: -4.901 2.630 -0.950

Values from the calculation:
Net charge: +2
E_HOMO in Eh: -0.5105
E_tot in eV: -132094.0392

=====

(3)
Molecular formula: C33H22Cl2F6N6O9PS2Tl
Method: DFT, wB97M-V/def2-TZVPD

Geometry (Å):
Tl: -0.811 -0.758 0.057
O: -2.058 3.442 -1.907
C: -1.307 2.432 -1.490
O: -1.516 1.288 -1.807
C: -0.170 2.876 -0.591
C: 0.289 4.177 -0.529
C: 1.213 4.499 0.435
C: 1.738 3.493 1.212
C: 1.311 2.199 0.992
N: 0.374 1.886 0.127
C: 1.940 1.040 1.722
O: 2.136 1.208 3.018
O: 2.360 0.060 1.166
H: -2.895 3.096 -2.277
H: -0.114 4.969 -1.140
H: 1.514 5.506 0.568
H: 2.526 3.726 1.908
H: 1.547 1.870 3.400
Cl: 0.665 -3.461 4.000
C: 0.242 -4.179 2.496
C: 0.301 -5.580 2.364
C: -0.147 -6.210 1.227
Cl: -0.061 -7.915 1.067
C: -0.718 -5.456 0.192
C: -1.401 -5.998 -0.928
C: -2.024 -5.179 -1.804
C: -1.938 -3.785 -1.603
N: -1.304 -3.250 -0.600
C: -0.731 -4.036 0.350
C: -0.194 -3.354 1.491
O: -0.113 -2.060 1.635
H: 0.725 -6.148 3.160
H: -1.457 -7.095 -1.009
H: -2.610 -5.578 -2.623
H: -2.413 -3.100 -2.297
F: -0.015 1.663 4.917
C: -1.288 1.209 4.816
F: -1.337 -0.077 5.052
F: -1.974 1.817 5.790
S: -1.902 1.546 3.131
O: -1.030 0.721 2.276
O: -3.284 1.249 3.103
N: -1.415 3.044 3.156
S: -2.075 4.204 2.333
O: -2.726 3.724 1.134
O: -1.185 5.312 2.171
C: -3.368 4.844 3.531
F: -3.928 5.891 2.903
F: -4.320 3.955 3.816
F: -2.794 5.255 4.660
C: -0.322 -1.411 -3.290
P: 0.717 -0.770 -1.926
C: 2.152 -1.832 -1.708
C: 2.309 -2.674 -0.614
C: 3.527 -3.420 -0.481
C: 4.539 -3.309 -1.403
C: 4.369 -2.466 -2.491
C: 3.202 -1.747 -2.622
C: 1.378 0.795 -2.583
C: 2.479 1.407 -1.953
C: 3.038 2.584 -2.435
C: 2.518 3.140 -3.578
C: 1.495 2.552 -4.277
C: 0.901 1.387 -3.764
H: 0.236 -1.403 -4.248
H: -1.197 -0.769 -3.337
H: -0.603 -2.459 -3.037
H: 1.577 -2.774 0.160
H: 3.618 -4.054 0.399
H: 5.403 -3.915 -1.303
H: 5.115 -2.319 -3.221
H: 3.170 -1.060 -3.447
H: 2.864 0.952 -1.032
H: 3.899 3.042 -1.936
H: 2.967 4.060 -3.947
H: 1.148 3.004 -5.195
H: 0.040 0.922 -4.269
N: -2.827 -0.611 -0.110
C: -3.674 0.211 0.037
N: -4.560 1.063 0.071
C: -5.453 1.317 1.012
N: -6.277 1.577 1.761

Values from the calculation:
Net charge: 0
E_HOMO in Eh: -0.3010
E_tot in eV: -138947.8163
Relative energy (zero: lowest compared OMol25 entry of this formula, charge and spin) in kcal/mol: 0.3